Density functional theory data (ωB97M-V/def2-TZVPD) for a 2-piece molecular cluster, C4H12 overall in a non-equilibrium geometry.

Element x y z (Å)
C (-1.4515, 0.7040, -1.1421)
C (-1.8265, -0.1919, 0.0585)
H (-0.9719, 0.2069, -2.0084)
H (-2.3061, 1.2508, -1.5226)
H (-0.7791, 1.4880, -0.7849)
H (-2.4350, 0.5099, 0.7017)
H (-0.9260, -0.3246, 0.6767)
H (-2.5268, -0.9868, -0.1102)
C (1.6620, 0.4452, 0.2891)
C (1.5698, -0.9941, 0.7632)
H (1.5386, 1.1389, 1.1571)
H (2.7031, 0.4196, -0.0634)
H (1.2048, 0.7191, -0.6468)
H (2.3444, -1.1287, 1.5215)
H (1.7570, -1.7782, 0.0262)
H (0.7138, -1.1800, 1.4995)

SMILES: CC.CC
HOMO level, eV: -10.87
Kohn-Sham gap, eV: 12.060
Total charge: 0
E_tot, Eh: -159.55152